The following is a quantum chemistry calculation of a single C7H8N2OS molecule at a distorted geometry, from the OMol25 dataset.

Atoms and positions in Å:
C (0.057441, 3.297567, 1.170589)
C (-0.700635, 2.358642, 0.521169)
N (-0.674596, 1.091250, 1.046546)
C (0.356826, 0.929381, 1.974452)
N (0.915772, -0.233975, 2.204722)
C (0.151600, -0.972046, 1.050167)
C (1.186537, -1.024345, -0.079937)
C (0.515765, -0.517847, -1.384595)
O (-0.772245, 0.058406, -1.061914)
C (-1.042440, -0.125921, 0.260427)
S (0.819189, 2.436748, 2.561016)
H (0.378118, 4.232287, 1.018159)
H (-1.263288, 2.547430, -0.396775)
H (-0.169479, -1.956599, 1.430867)
H (1.400588, -2.096564, -0.283726)
H (2.103456, -0.408441, 0.189709)
H (1.138736, 0.320856, -1.680020)
H (0.287952, -1.406134, -1.993497)
H (-2.174593, -0.455028, 0.515573)

Forces on the atoms, in the same order (eV/Å):
C -1.40 -5.68 1.01
C 0.38 2.43 -0.24
N -0.39 0.59 -0.44
C 0.37 -2.06 0.19
N -3.64 1.25 -2.30
C 0.52 -1.09 -0.32
C 0.27 -0.96 -0.53
C -0.01 -0.13 1.47
O -0.12 -0.82 0.11
C -0.08 -0.16 4.33
S 0.70 2.02 0.44
H 0.48 3.33 -0.89
H 0.17 -0.19 0.42
H 0.08 0.45 -0.41
H 0.64 0.78 0.35
H -1.15 -1.08 -0.32
H -0.06 -0.42 -1.33
H 0.59 0.94 -0.62
H 2.66 0.80 -0.93

The value obtained for the LUMO energy is 0.8 eV. Its frontier orbital gap is 8.5 eV. As for the electronic energy: -854.3821 hartree. The relative energy (zero: lowest compared OMol25 entry of this formula, charge and spin) comes out at 59.93 kcal per mole.